# 1
C5H8O in the gas phase. Source: the OMol25 dataset; level of theory: wB97M-V/def2-TZVPD.

CARTESIAN COORDINATES (ANGSTROEM)
1 C 0.549419 1.751750 0.297814
2 C 0.128714 0.364978 -0.022276
3 C -0.682254 -0.592901 0.812185
4 C -0.540120 -1.634527 -0.306031
5 C 0.754020 -0.613066 -0.888683
6 O -0.367184 0.208822 -1.355477
7 H 1.198354 1.775951 1.172182
8 H -0.330607 2.368133 0.507704
9 H 1.082606 2.178369 -0.556626
10 H -0.210173 -0.928970 1.738107
11 H -1.692395 -0.235643 1.024169
12 H -0.064451 -2.549303 -0.106223
13 H -1.508122 -1.794478 -0.857053
14 H 1.682192 -0.299115 -1.459793

Cartesian forces, eV/Å:
0.2 0.1 0.2
-0.6 0.8 0.4
-0.1 0.0 0.1
1.9 -0.7 -0.1
-2.8 -0.1 -1.4
0.6 2.6 -0.6
0.0 0.0 0.1
0.1 0.0 -0.1
-0.1 0.0 0.1
0.1 0.2 -0.1
0.0 -0.2 0.0
-0.1 -1.6 1.2
1.7 0.5 -0.4
-0.9 -1.7 0.6

- LUMO level: 0.0409 hartree
- SMILES: C[C@]12CC[C@H]1O2
- Kohn-Sham gap: 10.164 eV

# 2
2 unconnected molecules or ions with the total composition C5H8O. Source: the OMol25 dataset; level of theory: wB97M-V/def2-TZVPD.

CARTESIAN COORDINATES (ANGSTROEM)
1 O 1.112448 1.725878 0.145397
2 C 1.723967 0.678057 0.197622
3 C 1.290526 -0.633665 -0.311077
4 C 0.046948 -1.071728 -0.595226
5 C -1.262081 -0.412682 -0.592296
6 C -1.515651 0.878507 -0.825340
7 H 2.725155 0.648641 0.677553
8 H 2.095562 -1.364573 -0.366130
9 H -0.099165 -0.309551 2.548553
10 H -0.013833 -2.130653 -0.849449
11 H -2.102994 -1.092170 -0.448905
12 H -0.532491 0.104594 2.110954
13 H -2.541587 1.235371 -0.861724
14 H -0.722194 1.595639 -0.992491

Cartesian forces, eV/Å:
0.3 -0.4 0.0
-0.2 0.2 0.0
-0.2 -0.1 0.0
0.1 0.0 0.0
0.0 0.2 0.0
0.0 -0.1 0.0
-0.1 0.0 0.0
-0.1 0.1 0.0
0.0 0.0 0.0
0.0 0.1 0.0
0.1 0.1 0.0
0.0 0.0 0.0
0.1 -0.1 0.1
-0.1 -0.1 0.0

- LUMO level: -0.0076 hartree
- SMILES: C=C/C=C\C=O.[H][H]
- Kohn-Sham gap: 9.191 eV

# 3
A molecular structure, C5H8O. Source: the OMol25 dataset; level of theory: wB97M-V/def2-TZVPD.

CARTESIAN COORDINATES (ANGSTROEM)
1 C 0.578079 0.694645 -1.585725
2 C -0.311819 0.602678 -0.362903
3 C 0.444312 0.153484 1.029164
4 C -0.179610 -1.246879 1.108879
5 C -1.040037 -0.678900 0.053520
6 O -1.237326 1.469917 -0.152659
7 H 1.215438 -0.187180 -1.708006
8 H 1.210397 1.585393 -1.509289
9 H -0.058054 0.802125 -2.468493
10 H 1.521569 0.149835 0.864188
11 H 0.130970 0.842486 1.806900
12 H 0.505326 -2.024934 0.759663
13 H -0.652244 -1.547183 2.045777
14 H -2.127002 -0.615486 0.118983

Cartesian forces, eV/Å:
0.0 0.0 0.0
0.1 -0.1 -0.2
0.2 0.2 0.3
0.0 -0.1 0.0
-0.1 -0.2 0.1
-0.1 0.1 0.0
-0.1 0.1 0.0
-0.1 -0.1 0.0
0.1 0.0 0.1
-0.1 0.0 0.0
0.0 -0.1 -0.1
-0.1 0.1 0.0
0.0 0.0 -0.2
0.1 0.0 0.0

- LUMO level (spin up / spin down): -0.0211 / -0.0243 hartree
- Kohn-Sham gap (spin up / spin down): 8.191 / 8.038 eV

# 4
C5H8O in the gas phase. Source: the OMol25 dataset; level of theory: wB97M-V/def2-TZVPD.

CARTESIAN COORDINATES (ANGSTROEM)
1 C 0.788922 0.202006 1.551786
2 C 1.192208 -0.981331 0.724782
3 C -0.148543 -0.339944 0.497730
4 C -0.488373 0.459443 -0.723041
5 C -1.633492 0.197865 -1.593620
6 O -1.698313 1.196538 -0.587701
7 H 1.285532 1.148489 1.354449
8 H 0.543503 0.044035 2.600337
9 H 1.195629 -1.958435 1.199282
10 H 1.977254 -0.839965 -0.013144
11 H -1.009417 -0.884072 0.882156
12 H 0.311482 0.916599 -1.302079
13 H -1.624902 0.636658 -2.593639
14 H -2.180492 -0.734613 -1.482924

Cartesian forces, eV/Å:
0.0 0.2 0.1
0.1 -0.2 -0.1
-0.2 -0.1 -0.1
0.3 -0.2 -0.1
-0.1 -0.3 -0.2
0.0 0.2 0.0
-0.1 -0.2 0.0
0.0 0.0 -0.3
0.0 0.2 -0.1
-0.2 0.0 0.1
0.1 0.1 -0.1
0.3 0.5 0.7
0.1 -0.4 0.1
-0.3 0.3 0.2

- LUMO level: 0.0443 hartree
- SMILES: C1CC1[C@H]1CO1
- Kohn-Sham gap: 11.130 eV

# 5
C5H8O in the gas phase. Source: the OMol25 dataset; level of theory: wB97M-V/def2-TZVPD.

CARTESIAN COORDINATES (ANGSTROEM)
1 C -1.869870 0.308368 0.192438
2 C -2.638968 0.146622 1.274350
3 C 1.909453 0.323156 -0.471352
4 O 2.262481 -1.016175 -0.269207
5 C 0.417126 0.569349 -0.563185
6 C -0.533789 -0.222677 -0.069636
7 H -2.234701 1.035417 -0.529056
8 H -2.422452 -0.542361 2.076658
9 H -3.522244 0.765529 1.325226
10 H 2.140151 0.956806 0.389020
11 H 2.475539 0.761034 -1.295076
12 H 1.738734 -1.569982 -0.869811
13 H 0.091353 1.520396 -0.977083
14 H -0.284243 -1.174392 0.388345

Cartesian forces, eV/Å:
-0.6 0.4 0.0
0.4 0.0 -0.8
-1.0 0.6 -0.2
0.0 -0.4 0.2
0.0 -0.3 -0.5
0.3 0.0 0.7
0.1 0.1 -0.1
0.1 0.0 0.1
-0.2 -0.2 0.2
0.7 -0.5 0.3
-0.2 0.0 -0.3
0.2 0.3 0.2
0.2 0.1 0.1
0.1 0.0 0.0

- LUMO level: 0.0358 hartree
- SMILES: C=C/C=C/CO
- Kohn-Sham gap: 9.778 eV

# 6
C5H8O in the gas phase. Source: the OMol25 dataset; level of theory: wB97M-V/def2-TZVPD.

CARTESIAN COORDINATES (ANGSTROEM)
1 C -1.301917 0.404212 -1.039910
2 C 0.197671 0.503024 -0.767625
3 O 0.412365 1.222113 0.443447
4 C 0.474446 0.277572 1.497266
5 C 0.925629 -0.999414 0.830928
6 C 0.781526 -0.862473 -0.480614
7 H -1.777417 -0.068297 -0.172983
8 H -1.741259 1.396234 -1.176392
9 H -1.516966 -0.209258 -1.920061
10 H 0.717692 1.044517 -1.568099
11 H 1.147516 0.659198 2.270445
12 H -0.519000 0.132026 1.957468
13 H 1.245381 -1.885474 1.369180
14 H 0.954333 -1.613979 -1.243049

Cartesian forces, eV/Å:
-0.1 0.0 0.0
-0.1 -0.1 -0.2
0.0 0.1 0.1
0.1 -0.1 0.3
0.0 0.0 -0.1
0.0 0.0 0.1
0.0 0.0 -0.2
0.1 -0.1 0.0
0.1 0.1 0.1
-0.1 -0.1 0.1
0.0 -0.1 -0.1
0.1 0.0 0.0
0.0 0.1 -0.1
0.0 0.1 0.1

- LUMO level: 0.0404 hartree
- SMILES: C[C@@H]1C=CCO1
- Kohn-Sham gap: 10.333 eV

# 7
C5H8O in the gas phase. Source: the OMol25 dataset; level of theory: wB97M-V/def2-TZVPD.

CARTESIAN COORDINATES (ANGSTROEM)
1 C -2.109406 0.125813 0.469192
2 C -0.682588 0.598552 0.308085
3 O -0.301823 1.661520 0.758783
4 C 0.255134 -0.332436 -0.389930
5 C 1.540254 0.247948 -0.922212
6 C 1.577921 -0.590508 0.304977
7 H -2.536964 -0.164362 -0.496523
8 H -2.124326 -0.766672 1.106429
9 H -2.712731 0.911300 0.927546
10 H -0.194912 -1.166430 -0.922482
11 H 1.652775 1.320324 -0.794824
12 H 1.931645 -0.162650 -1.847729
13 H 1.981870 -1.596636 0.243080
14 H 1.723149 -0.085765 1.255612

Cartesian forces, eV/Å:
-0.1 0.0 0.0
0.1 0.2 0.1
-0.2 -0.4 -0.1
-0.2 0.0 -0.1
0.1 0.1 -0.1
0.2 -0.1 0.2
0.1 0.1 0.1
0.0 0.1 -0.1
0.1 -0.1 -0.1
0.1 0.1 0.1
0.0 -0.2 0.0
-0.1 0.0 0.2
-0.1 0.2 0.0
0.0 -0.1 -0.2

- LUMO level: 0.0400 hartree
- SMILES: CC(=O)C1CC1
- Kohn-Sham gap: 10.748 eV

# 8
A molecular structure, C5H8O. Source: the OMol25 dataset; level of theory: wB97M-V/def2-TZVPD.

CARTESIAN COORDINATES (ANGSTROEM)
1 C 1.345211 0.950125 0.061039
2 C 0.998599 0.605450 -1.374348
3 C 0.127717 0.100074 -0.272722
4 C -0.713724 -1.117200 0.248291
5 C -1.400571 0.001752 1.029557
6 O -1.031418 0.914127 -0.011953
7 H 1.029189 1.937232 0.396185
8 H 2.318185 0.654248 0.446902
9 H 1.729906 -0.015580 -1.889118
10 H 0.535550 1.359369 -2.003723
11 H -0.291760 -1.997349 0.738860
12 H -1.433219 -1.441836 -0.519856
13 H -2.479606 0.019122 1.201923
14 H -0.859766 0.214036 1.966048

Cartesian forces, eV/Å:
0.1 -0.1 0.2
-0.2 -0.1 -0.2
-0.1 0.2 -0.2
0.4 0.0 -0.1
-0.2 -0.1 0.2
-0.2 0.5 0.1
0.1 -0.2 0.0
-0.3 -0.4 -0.1
-0.4 -0.2 0.2
0.1 0.0 0.1
0.2 0.3 0.1
0.6 0.1 0.0
0.1 -0.3 -0.1
-0.2 0.1 -0.1

- LUMO level: 0.0437 hartree
- Kohn-Sham gap: 10.372 eV

# 9
A molecular structure, C5H8O. Source: the OMol25 dataset; level of theory: wB97M-V/def2-TZVPD.

CARTESIAN COORDINATES (ANGSTROEM)
1 C 1.512761 1.381318 -0.759000
2 C 2.037996 1.855424 0.365953
3 C -1.642521 -0.776712 -0.839002
4 C -1.658910 -0.412197 0.614322
5 O -1.045608 -1.626040 1.078277
6 C -1.006897 -2.022421 -0.299554
7 H 0.824627 1.966651 -1.364266
8 H 1.761588 0.389583 -1.130917
9 H 2.734418 1.271782 0.963309
10 H 1.803709 2.852577 0.731627
11 H -1.042621 0.482251 0.802702
12 H -2.662914 -0.239842 1.030598
13 H 0.008282 -2.212229 -0.679390
14 H -1.623911 -2.910145 -0.514659

Cartesian forces, eV/Å:
0.1 0.1 0.1
-0.1 -0.1 -0.1
0.1 -0.1 0.4
-0.1 0.2 -0.1
0.1 -0.1 0.1
0.0 0.0 -0.3
0.1 -0.1 0.1
0.0 0.1 0.1
-0.1 0.1 -0.1
0.0 -0.2 -0.1
-0.1 -0.1 0.0
0.1 0.0 -0.1
-0.1 0.0 0.0
0.1 0.1 0.0

- LUMO level: -0.0133 hartree
- Kohn-Sham gap: 8.814 eV

# 10
C5H8O in the gas phase. Source: the OMol25 dataset; level of theory: wB97M-V/def2-TZVPD.

CARTESIAN COORDINATES (ANGSTROEM)
1 C -0.088860 0.422668 -1.876596
2 C 0.018280 0.254247 -0.394757
3 C -0.989639 0.230890 0.470552
4 C -0.573603 -0.464219 1.719721
5 O 0.844859 -0.562009 1.625076
6 C 1.283521 -0.122448 0.340190
7 H 0.341361 1.356190 -2.251944
8 H -1.143489 0.382171 -2.164669
9 H 0.423020 -0.406517 -2.382506
10 H -2.039723 0.385734 0.256502
11 H -1.173718 -1.414613 1.638040
12 H -0.802720 -0.035086 2.701391
13 H 1.861219 -0.922306 -0.147823
14 H 1.966709 0.741810 0.435277

Cartesian forces, eV/Å:
0.0 0.1 -0.1
-0.2 0.0 0.1
0.0 -0.1 -0.2
-0.5 -0.1 0.0
-0.1 -0.3 0.0
0.0 0.0 -0.2
0.0 -0.1 0.1
0.2 0.1 0.0
0.0 0.2 0.1
0.1 0.1 -0.2
1.1 0.1 0.5
-0.1 0.2 -0.3
-0.2 0.0 0.0
-0.2 -0.2 0.1

- LUMO level: 0.0376 hartree
- SMILES: CC1=CCOC1
- Kohn-Sham gap: 9.836 eV

| no. | maximum force (eV Å⁻¹) |
| --- | --- |
| 1 | 3.11 |
| 2 | 0.46 |
| 3 | 0.41 |
| 4 | 0.87 |
| 5 | 1.24 |
| 6 | 0.31 |
| 7 | 0.43 |
| 8 | 0.60 |
| 9 | 0.41 |
| 10 | 1.16 |